Density functional theory data (ωB97M-V/def2-TZVPD) for C33H36AuN4OP2 as an isolated structure.

Atoms and positions in Å:
1 Au -1.1423 1.3461 0.0453
2 P -0.0829 0.0624 1.5927
3 P 1.5749 -0.3516 -0.7898
4 O -3.4661 0.4110 -0.9881
5 N 1.1657 -0.7765 0.8435
6 N -5.2553 -0.8443 -0.3730
7 N -3.2956 -1.8423 -1.0830
8 N -1.7146 2.8374 -1.3689
9 C -3.3760 4.2318 -2.3372
10 C 5.2231 1.1618 0.1281
11 C -2.9146 5.6529 -4.3663
12 C -1.9308 -1.8128 -1.5541
13 C 0.9288 0.4084 4.1941
14 C -2.9627 3.3260 -1.3895
15 C -3.9755 -0.6997 -0.8332
16 C 0.6631 0.9852 2.9563
17 C 1.2674 -2.8930 -3.9238
18 C 1.1251 -4.1564 -3.3624
19 C 1.7457 3.0152 3.6804
20 C 3.8670 0.9679 -0.0606
21 C 1.0721 2.2954 2.7079
22 C -2.9751 -1.6765 3.8621
23 C 2.0096 2.4296 4.9115
24 C 1.3922 -1.7880 -3.1001
25 C -1.1414 -1.1754 2.3852
26 C 1.1114 -4.3040 -1.9852
27 C -0.8586 3.2357 -2.3092
28 C 4.2987 -1.1710 -1.0677
29 C -1.9952 -3.4227 2.5285
30 C 1.5997 1.1301 5.1691
31 C -2.0865 -0.7637 3.3234
32 C 5.6619 -0.9703 -0.8924
33 C 2.1105 -1.4983 1.7107
34 C -2.4924 4.6592 -3.3280
35 C 1.3967 -1.9235 -1.7084
36 C 1.2505 -3.1929 -1.1623
37 C -2.9268 -3.0084 3.4659
38 C -1.1056 -2.5060 1.9846
39 C 3.3918 -0.2057 -0.6480
40 C 6.1235 0.1891 -0.2913
41 C -1.2066 4.1337 -3.2989
42 H 6.3639 -1.7235 -1.2231
43 H 3.9487 -2.0832 -1.5342
44 H 1.2358 -3.3306 -0.0901
45 H 0.9989 -5.2893 -1.5529
46 H 0.1345 2.8077 -2.2586
47 H -3.6994 -2.7201 -0.8065
48 H 0.6027 -0.6022 4.4080
49 H 7.1853 0.3397 -0.1530
50 H -5.7647 -1.6928 -0.5531
51 H -0.3825 -2.8216 1.2432
52 H -3.8821 5.3859 -4.7883
53 H 2.0562 4.0326 3.4873
54 H -4.3912 4.6029 -2.3093
55 H 0.8489 2.7501 1.7495
56 H -1.8172 -1.0468 -2.3186
57 H -0.4752 4.4187 -4.0418
58 H 5.5827 2.0703 0.5914
59 H -1.6879 -2.7800 -1.9916
60 H 1.4833 -0.7964 -3.5314
61 H 2.8937 -0.8314 2.0749
62 H 1.8009 0.6787 6.1302
63 H -5.8029 -0.0015 -0.3495
64 H -3.6165 -3.7233 3.8939
65 H -3.7053 -1.3553 4.5914
66 H -2.1233 0.2747 3.6319
67 H -2.1898 5.7243 -5.1728
68 H 1.0219 -5.0261 -3.9969
69 H 2.5302 2.9895 5.6762
70 H 1.2717 -2.7752 -4.9983
71 H -3.6287 2.9544 -0.6277
72 H -1.2232 -1.6064 -0.7470
73 H 3.1620 1.7296 0.2567
74 H 2.5853 -2.3093 1.1632
75 H 1.5796 -1.9197 2.5655
76 H -1.9558 -4.4597 2.2239
77 H -3.0156 6.6393 -3.9105

Properties
Calculated total energy = -65081.359 eV
Energy relative to the best compared isomer or geometry (same formula, charge and spin) = 0.00 kcal/mol
Highest occupied orbital energy = -0.388 hartree
Net charge = +1
Lowest unoccupied orbital energy = -1.87 eV

In the Löwdin picture, each atom carries the following charge in e: Au 0.702; P 0.777; P 0.992; O -0.059; N -0.508; N 0.165; N 0.028; N -0.114; C -0.004; C -0.076; C -0.030; C -0.083; C -0.090; C -0.128; C -0.618; C -0.357; C -0.072; C -0.078; C -0.069; C -0.117; C -0.113; C -0.065; C -0.065; C -0.116; C -0.360; C -0.076; C -0.126; C -0.081; C -0.070; C -0.063; C -0.094; C -0.069; C -0.127; C -0.246; C -0.411; C -0.110; C -0.071; C -0.098; C -0.381; C -0.074; C -0.007; H 0.108; H 0.103; H 0.078; H 0.108; H 0.101; H 0.136; H 0.108; H 0.107; H 0.101; H 0.078; H 0.090; H 0.109; H 0.124; H 0.072; H 0.092; H 0.119; H 0.107; H 0.091; H 0.102; H 0.088; H 0.111; H 0.106; H 0.109; H 0.110; H 0.113; H 0.082; H 0.107; H 0.110; H 0.108; H 0.103; H 0.029; H 0.093; H 0.076; H 0.076; H 0.108; H 0.096